The following is a DFT calculation (ωB97M-V/def2-TZVPD) of C25H38ClCrF3N5O4 as an isolated structure.

Last column: Löwdin charge in e.
CARTESIAN COORDINATES (ANGSTROEM)
1 Cr -0.998 2.456 2.115  0.8558
2 C -1.324 -2.347 1.848  0.0016
3 N -0.035 -1.703 2.067  -0.1168
4 C 1.080 -2.610 2.288  -0.0132
5 C 0.067 -0.378 2.091  -0.3721
6 O -0.902 0.361 1.840  -0.0502
7 C 1.434 0.253 2.376  -0.0777
8 O 1.318 1.631 2.649  -0.1340
9 C 1.552 2.049 3.981  -0.0745
10 C 0.236 2.194 4.746  -0.3725
11 O -0.827 2.114 4.104  -0.0528
12 N 0.261 2.444 6.047  -0.1118
13 C 1.496 2.582 6.804  -0.0133
14 C -0.977 2.776 6.746  0.0060
15 H -1.522 -3.036 2.671  0.1071
16 H -1.302 -2.910 0.914  0.0875
17 H -2.105 -1.593 1.812  0.0976
18 H 0.939 -3.483 1.650  0.0954
19 H 1.113 -2.941 3.327  0.1074
20 H 2.028 -2.156 2.017  0.0892
21 H 2.037 0.148 1.467  0.1543
22 H 1.956 -0.266 3.185  0.1352
23 H 2.028 3.032 3.928  0.1574
24 H 2.241 1.366 4.485  0.1288
25 H 2.231 1.839 6.507  0.0885
26 H 1.268 2.422 7.856  0.1014
27 H 1.917 3.582 6.687  0.1113
28 H -1.752 2.996 6.019  0.0942
29 H -0.801 3.655 7.365  0.1041
30 H -1.285 1.943 7.380  0.1043
31 F -1.357 4.892 3.743  0.0250
32 C -0.917 4.501 2.508  -0.5742
33 F 0.427 4.869 2.508  -0.0027
34 F -1.504 5.367 1.634  0.0271
35 C -1.182 -1.260 -4.863  -0.0235
36 C 0.029 -0.321 -4.797  -0.5060
37 C -0.068 0.652 -5.979  -0.0327
38 C 1.284 -1.188 -4.969  -0.0266
39 C 0.111 0.473 -3.451  -0.4318
40 O 1.161 1.436 -3.508  -0.0010
41 C 0.433 -0.378 -2.200  -0.0942
42 C -0.608 -1.351 -1.625  -0.1371
43 C -0.288 -2.820 -1.743  -0.2531
44 C -1.291 -3.737 -2.039  -0.0470
45 C -1.033 -5.098 -2.087  -0.0871
46 C 0.250 -5.552 -1.833  -0.6694
47 Cl 0.588 -7.250 -1.890  0.6901
48 C 1.269 -4.662 -1.534  -0.0963
49 C 0.992 -3.305 -1.489  -0.0526
50 C -1.157 1.320 -3.248  -0.0324
51 N -1.087 2.114 -2.037  -0.0845
52 C -1.398 1.733 -0.806  -0.1209
53 N -1.077 2.686 0.058  0.0034
54 C -0.585 3.678 -0.744  -0.1395
55 N -0.581 3.363 -2.012  0.1614
56 H -1.187 -1.755 -5.835  0.0997
57 H -2.131 -0.732 -4.778  0.0873
58 H -1.140 -2.044 -4.109  0.0636
59 H 0.087 0.104 -6.907  0.0927
60 H 0.672 1.450 -5.932  0.0926
61 H -1.052 1.114 -6.046  0.0864
62 H 1.277 -1.635 -5.961  0.0958
63 H 1.317 -2.001 -4.245  0.0795
64 H 2.216 -0.625 -4.888  0.0910
65 H 1.864 1.110 -4.080  0.0897
66 H 0.693 0.361 -1.437  0.1134
67 H 1.367 -0.901 -2.402  0.1019
68 H -1.598 -1.178 -2.052  0.1083
69 H -0.715 -1.132 -0.557  0.0843
70 H -2.295 -3.386 -2.243  0.1214
71 H -1.817 -5.802 -2.325  0.1115
72 H 2.266 -5.031 -1.343  0.1090
73 H 1.797 -2.619 -1.258  0.1141
74 H -2.050 0.700 -3.169  0.1300
75 H -1.285 2.015 -4.073  0.1392
76 H -1.826 0.781 -0.560  0.1327
77 H -0.244 4.624 -0.368  0.1230

Forces on atoms 1 to 3 (eV/Å):
0.009 -0.331 -0.058
-0.152 0.012 -0.002
0.020 0.133 -0.046

Output
Orbital gap (spin up / spin down): 8.79 / 9.13 eV
Total charge: +1
Multiplicity: 5
HOMO (spin up / spin down): -11.0 / -11.4 eV

The following is a DFT calculation (ωB97M-V/def2-TZVPD) of a 3-piece molecular cluster, C25H38ClNO9P2S overall in a non-equilibrium geometry.

Last column: Löwdin charge in e.
CARTESIAN COORDINATES (ANGSTROEM)
1 C -5.448 1.831 1.505  -0.1544
2 C -3.973 1.836 2.279  -0.2290
3 C -2.865 1.435 1.096  -0.1431
4 C -2.680 2.497 -0.177  -0.0231
5 C -1.584 2.124 -1.366  0.0035
6 C -0.682 0.722 -1.383  -0.1771
7 C -0.953 -0.298 -0.085  -0.3771
8 C -1.997 0.014 1.139  -0.0306
9 S 0.047 -1.924 -0.163  0.7913
10 C -0.049 -2.351 -2.023  -0.3610
11 C -0.297 -3.884 -2.557  -0.0188
12 C -0.423 -4.211 -4.175  -0.1046
13 C -0.720 -5.768 -4.596  -0.1492
14 C 0.612 -6.671 -4.910  -0.1347
15 O 1.603 -6.365 -5.749  -0.0808
16 C -0.278 -2.938 -5.215  -0.1075
17 C -0.444 -3.282 -6.821  -0.5841
18 Cl -2.291 -3.596 -7.080  0.4938
19 C -0.095 -1.989 -7.805  -0.2906
20 C 1.539 -1.890 -7.979  -0.1340
21 C -0.019 -1.384 -4.656  0.0718
22 C 0.103 -1.023 -3.028  -0.1530
23 N 0.319 0.374 -2.486  -0.0344
24 H -6.306 1.385 2.202  0.0809
25 H -5.730 2.875 1.042  0.0728
26 H -5.373 1.064 0.594  0.0872
27 H -3.729 2.852 2.807  0.1054
28 H -4.022 0.913 3.034  0.1140
29 H -3.349 3.470 -0.168  0.0931
30 H -1.513 2.920 -2.249  0.0912
31 H -2.140 -0.753 2.043  0.1026
32 H -0.420 -4.723 -1.723  0.1015
33 H -1.267 -6.267 -3.659  0.1208
34 H -1.531 -5.813 -5.469  0.1086
35 H 0.671 -7.731 -4.367  0.1335
36 H 0.221 -4.171 -7.196  0.1164
37 H -0.602 -1.000 -7.432  0.1035
38 H -0.525 -2.276 -8.869  0.1063
39 H 1.810 -1.657 -9.115  0.0872
40 H 1.976 -2.960 -7.691  0.0872
41 H 2.012 -1.113 -7.240  0.0748
42 H 0.066 -0.487 -5.410  0.0866
43 H 1.262 0.426 -1.996  0.1063
44 C -4.892 4.059 8.425  -0.1508
45 O -3.497 3.991 8.194  -0.2777
46 P -3.091 3.216 6.702  0.7996
47 O -3.169 1.861 7.418  -0.2595
48 O -1.559 3.821 6.799  -0.2876
49 C -0.875 3.816 8.039  -0.1232
50 O -2.686 2.440 5.209  -0.3397
51 C -1.689 1.431 5.205  -0.1302
52 H -5.069 4.627 9.342  0.0896
53 H -5.384 4.566 7.592  0.0769
54 H -5.308 3.055 8.542  0.0814
55 H -1.168 2.973 8.667  0.0891
56 H -1.070 4.757 8.562  0.0860
57 H 0.200 3.749 7.846  0.0937
58 H -2.003 0.561 5.786  0.0851
59 H -0.738 1.816 5.581  0.0875
60 H -1.543 1.106 4.171  0.0745
61 C 7.644 2.246 0.402  -0.1514
62 O 7.033 0.983 0.209  -0.2786
63 P 5.330 1.088 -0.078  0.7988
64 O 5.105 1.109 1.439  -0.2600
65 O 5.324 -0.468 -0.630  -0.2878
66 C 6.069 -1.462 0.050  -0.1233
67 O 3.627 1.193 -0.366  -0.3185
68 C 2.752 0.348 0.363  -0.1498
69 H 8.723 2.102 0.499  0.0892
70 H 7.446 2.891 -0.457  0.0770
71 H 7.264 2.717 1.312  0.0813
72 H 6.137 -1.264 1.121  0.0889
73 H 7.072 -1.518 -0.385  0.0858
74 H 5.579 -2.429 -0.096  0.0934
75 H 2.774 0.582 1.430  0.0897
76 H 2.993 -0.704 0.199  0.0759
77 H 1.734 0.528 0.005  0.0416

Forces on atoms 1 to 3 (eV/Å):
-0.002 -0.854 -0.472
-0.225 -1.638 -1.398
2.241 -0.158 -2.289

Output
Orbital gap: 4.97 eV
Multiplicity: 1
Structure (SMILES): CCc1ccc2c(c1)Sc1cc(CC=O)c([C@@H](Cl)CC)cc1N2.COP(=O)(OC)OC.COP(=O)(OC)OC
HOMO: -8.0 eV

The following is a DFT calculation (ωB97M-V/def2-TZVPD) of C25H39AsI2NOS5SiSn as an isolated structure in a non-equilibrium geometry.

Last column: Löwdin charge in e.
CARTESIAN COORDINATES (ANGSTROEM)
1 Sn -0.215 -1.042 -0.606  0.7191
2 I -0.966 1.094 1.128  0.8534
3 C -2.841 2.029 -0.593  -0.8604
4 I -3.778 0.999 -2.270  0.6397
5 H -2.582 3.016 -0.981  -0.1105
6 H -3.661 2.180 0.119  -0.1133
7 S 2.715 -0.516 -0.027  -0.1352
8 As 3.154 -2.902 -0.387  0.1532
9 S 3.082 -0.358 -2.038  -0.0877
10 S 2.389 -2.236 -2.523  -0.1279
11 S 1.579 -3.946 0.423  -0.2365
12 C 1.100 -1.294 2.980  -0.2336
13 Si 0.297 0.399 3.332  0.5072
14 C 1.635 1.732 3.782  -0.6638
15 C 2.495 1.945 2.538  -0.1427
16 C 2.517 1.291 4.950  -0.0961
17 C 1.007 3.080 4.131  -0.1117
18 C -1.147 0.144 4.615  -0.6675
19 C -2.115 1.326 4.585  -0.1274
20 C -0.637 -0.030 6.044  -0.1049
21 C -1.898 -1.126 4.210  -0.1177
22 H 1.480 -1.815 3.853  0.0335
23 H 1.936 -1.158 2.296  -0.0483
24 H 0.389 -1.953 2.476  -0.0055
25 H 2.969 1.021 2.214  0.0178
26 H 3.275 2.683 2.729  0.0850
27 H 1.873 2.315 1.727  0.0448
28 H 3.033 0.364 4.720  0.0773
29 H 1.932 1.140 5.852  0.0569
30 H 3.262 2.059 5.158  0.0807
31 H 0.326 3.394 3.347  0.0669
32 H 1.784 3.840 4.238  0.0818
33 H 0.461 3.029 5.068  0.0625
34 H -1.609 2.251 4.841  0.0594
35 H -2.924 1.168 5.298  0.0801
36 H -2.540 1.443 3.592  0.0280
37 H -0.204 0.892 6.425  0.0637
38 H 0.121 -0.806 6.098  0.0756
39 H -1.457 -0.307 6.707  0.0797
40 H -2.157 -1.102 3.155  0.0488
41 H -2.819 -1.226 4.784  0.0810
42 H -1.294 -2.010 4.401  0.0762
43 C -4.961 -0.885 0.579  -0.2451
44 S -3.845 -1.609 -0.674  0.6659
45 C -3.904 -3.304 0.049  -0.2369
46 O -2.508 -1.172 -0.200  -0.8933
47 H -5.959 -1.299 0.477  0.0538
48 H -4.971 0.188 0.434  0.0100
49 H -4.539 -1.107 1.552  0.0473
50 H -4.872 -3.754 -0.135  0.0434
51 H -3.692 -3.250 1.109  0.0454
52 H -3.127 -3.878 -0.442  0.0475
53 N -0.178 0.088 -2.254  -0.1293
54 C 0.074 0.769 -3.282  -0.3774
55 C 0.799 2.065 -3.187  -0.2057
56 C 0.448 2.964 -2.187  -0.0186
57 C 1.077 4.193 -2.115  -0.0778
58 C 2.088 4.515 -3.006  -0.1031
59 C 2.490 3.593 -3.959  -0.0903
60 C 1.839 2.378 -4.057  -0.0682
61 C -0.330 0.348 -4.649  -0.1716
62 C -0.582 1.305 -5.630  -0.0354
63 C -0.934 0.909 -6.905  -0.0887
64 C -1.040 -0.436 -7.213  -0.1047
65 C -0.820 -1.392 -6.236  -0.0853
66 C -0.476 -1.000 -4.956  -0.0268
67 H -0.337 2.693 -1.494  0.0591
68 H 0.771 4.909 -1.366  0.0992
69 H 2.575 5.480 -2.950  0.0929
70 H 3.315 3.809 -4.627  0.0972
71 H 2.148 1.658 -4.802  0.1185
72 H -0.523 2.354 -5.374  0.1176
73 H -1.125 1.656 -7.661  0.0960
74 H -1.295 -0.732 -8.220  0.0924
75 H -0.913 -2.440 -6.482  0.0975
76 H -0.316 -1.732 -4.171  0.0927

Forces on atoms 1 to 3 (eV/Å):
0.595 -1.327 -0.266
0.152 1.153 1.833
0.165 -0.111 -0.116

Output
Orbital gap: 5.62 eV
Total charge: -1
Multiplicity: 1
HOMO: -3.5 eV

The following is a DFT calculation (ωB97M-V/def2-TZVPD) of a 3-piece molecular cluster, C25H39BF3N3O4 overall in a non-equilibrium geometry.

Last column: Löwdin charge in e.
CARTESIAN COORDINATES (ANGSTROEM)
1 C 0.704 2.245 3.969  -0.0755
2 C 1.414 1.704 2.717  -0.2467
3 N 1.707 2.741 1.731  0.0375
4 C 0.930 2.850 0.529  -0.3184
5 O 1.471 2.216 -0.610  -0.0598
6 C 1.934 0.883 -0.401  -0.0947
7 B 3.507 0.794 -0.197  -0.5670
8 O 4.000 0.039 0.863  0.1433
9 N 4.436 1.513 -1.078  -0.1022
10 C 5.381 0.533 -1.668  -0.0653
11 C 5.162 2.504 -0.260  -0.0800
12 C -0.536 2.476 0.738  -0.2650
13 C -1.443 3.298 -0.184  -0.0452
14 C -1.621 4.781 0.131  -0.2600
15 O -2.704 5.286 -0.650  0.0113
16 C -1.904 5.074 1.597  -0.4972
17 F -2.866 4.226 2.084  0.1252
18 F -2.356 6.356 1.779  0.1285
19 F -0.779 4.916 2.365  0.1269
20 O -0.724 1.098 0.446  -0.1180
21 C -1.798 0.513 1.133  -0.2063
22 C -1.760 -0.984 0.862  -0.1419
23 C -2.505 -1.760 1.913  -0.2400
24 N -3.769 -1.796 2.022  0.1052
25 H 1.006 3.278 4.092  0.0708
26 H -0.375 2.195 3.897  0.0542
27 H 1.048 1.712 4.848  0.0661
28 H 0.874 0.860 2.299  0.0976
29 H 2.366 1.310 3.061  0.1125
30 H 2.688 2.863 1.557  0.1027
31 H 0.924 3.900 0.243  0.1487
32 H 1.399 0.357 0.380  0.0892
33 H 1.713 0.337 -1.324  0.1228
34 H 3.694 -0.867 0.852  0.0961
35 H 6.383 0.670 -1.268  0.0841
36 H 5.417 0.671 -2.743  0.0817
37 H 5.093 -0.494 -1.459  0.0677
38 H 5.756 2.037 0.528  0.0868
39 H 5.830 3.066 -0.904  0.0873
40 H 4.452 3.183 0.199  0.0757
41 H -0.842 2.643 1.768  0.1173
42 H -1.000 3.250 -1.175  0.1411
43 H -2.421 2.840 -0.254  0.1220
44 H -0.765 5.360 -0.187  0.1604
45 H -3.526 5.051 -0.221  0.0952
46 H -1.734 0.707 2.204  0.1277
47 H -2.753 0.895 0.768  0.1246
48 H -2.167 -1.206 -0.121  0.1228
49 H -0.723 -1.307 0.834  0.0936
50 H -1.901 -2.321 2.618  0.1031
51 H -4.163 -1.226 1.270  0.0389
52 C 1.394 -4.642 -0.835  -0.0908
53 C 1.651 -3.281 -0.754  -0.0855
54 C 2.614 -2.709 -1.572  -0.0893
55 C 3.316 -3.491 -2.477  -0.0854
56 C 3.056 -4.852 -2.560  -0.0910
57 C 2.098 -5.427 -1.737  -0.0915
58 H 0.644 -5.091 -0.196  0.1010
59 H 1.099 -2.666 -0.054  0.0864
60 H 2.813 -1.646 -1.511  0.0739
61 H 4.064 -3.041 -3.117  0.1034
62 H 3.601 -5.464 -3.266  0.1021
63 H 1.899 -6.489 -1.800  0.1017
64 C -4.152 -4.558 -1.475  -0.0953
65 C -4.740 -3.793 -0.477  -0.1077
66 C -5.619 -2.773 -0.812  -0.1076
67 C -5.915 -2.521 -2.145  -0.0972
68 C -5.328 -3.287 -3.143  -0.0986
69 C -4.445 -4.304 -2.808  -0.0974
70 H -3.465 -5.352 -1.214  0.0985
71 H -4.513 -3.989 0.563  0.0896
72 H -6.077 -2.177 -0.033  0.0967
73 H -6.605 -1.729 -2.406  0.0995
74 H -5.560 -3.091 -4.182  0.0996
75 H -3.985 -4.898 -3.586  0.0997

Forces on atoms 1 to 3 (eV/Å):
0.387 0.034 -0.355
0.357 0.205 0.566
-0.499 -0.358 -0.061

Output
Orbital gap: 9.23 eV
Multiplicity: 1
Structure (SMILES): [H]/N=C\CCO[C@H](C[C@@H](O)C(F)(F)F)[C@@H](NCC)OCB(O)N(C)C.c1ccccc1.c1ccccc1
HOMO: -8.8 eV

no.,E_tot (Ha)
1,-3354.30276
2,-3247.46451
3,-6431.95050
4,-1765.67341